1.
Entry from the OMol25 dataset: a molecular structure, C16H26B2BeBr3ClO17PS in a non-equilibrium geometry (wB97M-V/def2-TZVPD).

Atoms and positions in Å:
C1 4.749 -3.190 1.234
C2 4.965 -3.203 -0.259
O1 4.754 -4.217 -0.866
O2 5.350 -2.122 -0.968
C3 5.679 -0.871 -0.356
C4 5.019 0.272 -1.138
C5 4.081 1.176 -0.320
C6 3.167 0.484 0.707
C7 1.667 0.705 0.414
C8 0.872 -0.391 1.158
B1 0.621 -1.692 0.334
C9 -0.511 -2.704 0.760
S1 -1.618 -3.104 -0.552
O3 -2.968 -2.956 -0.058
O4 -1.286 -2.315 -1.712
H1 5.202 -2.372 1.781
H2 3.682 -3.274 1.419
H3 5.193 -4.110 1.604
H4 6.760 -0.751 -0.456
H5 5.455 -0.783 0.701
H6 5.806 0.897 -1.558
H7 4.493 -0.168 -1.983
H8 3.422 1.662 -1.040
H9 4.665 1.983 0.121
H10 3.349 0.968 1.668
H11 3.337 -0.588 0.804
H12 1.523 0.687 -0.662
H13 1.375 1.667 0.811
H14 -0.064 -0.012 1.571
H15 1.487 -0.721 2.009
H16 1.338 -1.959 -0.585
H17 -1.095 -2.326 1.595
H18 -0.072 -3.664 1.062
H19 -1.448 -4.413 -0.827
B2 -3.195 3.518 -1.452
O5 -2.536 4.902 -1.541
C10 -1.322 4.800 -1.180
O6 -0.491 5.728 -1.127
C11 -0.992 3.340 -0.804
O7 0.103 3.004 -0.431
O8 -2.068 2.626 -0.969
O9 -4.294 3.533 -0.539
C12 -5.422 3.150 -1.200
O10 -6.504 3.058 -0.735
C13 -5.009 2.875 -2.652
O11 -5.704 2.518 -3.554
O12 -3.686 3.106 -2.751
Be1 -0.777 6.927 -2.466
Cl1 -7.423 5.452 -0.261
C14 -2.986 -3.378 4.368
C15 -3.727 -4.573 3.792
O13 -4.688 -4.175 2.823
H20 -3.689 -2.679 4.825
H21 -2.259 -3.691 5.120
H22 -2.459 -2.839 3.579
H23 -4.269 -5.100 4.578
H24 -3.018 -5.271 3.334
H25 -4.209 -3.718 2.120
O14 -1.331 -7.675 1.962
P1 -0.131 -6.882 1.456
O15 -0.465 -6.080 0.208
O16 0.959 -7.907 1.164
O17 0.324 -5.905 2.537
C16 -1.614 10.513 -5.417
Br1 -2.369 12.227 -4.860
Br2 0.176 10.752 -6.109
Br3 -1.654 9.076 -3.983
H26 -2.221 10.175 -6.247

Cartesian forces, eV/Å:
0.447 0.000 0.050
-0.313 -0.521 -0.291
0.139 -0.061 -0.160
-0.075 0.176 0.739
0.570 0.793 -0.610
-0.073 -0.052 0.268
-0.162 -0.232 -0.478
-0.285 0.848 -0.220
0.703 -0.821 0.879
-0.030 0.067 -0.633
0.011 -0.005 -0.108
0.571 -0.275 0.139
-1.151 0.935 -0.295
-0.102 -0.380 0.404
0.498 -0.240 -0.148
-0.209 0.183 0.033
-0.105 0.208 0.051
-0.020 -0.128 -0.016
0.119 -0.227 0.090
-0.268 -0.380 0.060
0.013 0.036 -0.152
-0.104 -0.096 0.017
0.055 0.215 -0.041
0.031 -0.052 0.258
0.120 -0.437 0.297
0.261 -0.047 -0.090
-0.361 0.033 -0.037
-0.034 0.233 -0.317
-0.061 0.007 0.093
-0.170 -0.005 0.247
0.013 -0.066 0.025
-0.319 -0.102 -0.055
0.088 -0.028 0.081
0.385 -0.034 0.184
-0.803 -0.584 0.078
0.324 -0.107 -0.039
-0.008 -0.132 0.348
-0.448 0.596 -1.310
0.430 0.135 0.182
-0.401 0.014 -0.142
0.085 0.658 -0.166
0.165 -0.071 -0.170
-0.065 0.131 0.301
0.406 -1.201 -0.160
0.072 0.163 -0.256
0.004 -0.061 0.012
0.152 0.069 0.107
-0.106 -0.366 1.056
-0.485 1.167 0.189
-0.092 0.026 0.082
0.187 0.101 -0.316
-0.017 0.038 0.163
-0.012 -0.016 0.022
0.034 -0.003 -0.042
0.060 -0.049 0.001
-0.050 -0.017 -0.040
0.030 -0.058 0.148
-0.082 -0.032 -0.179
-0.045 -0.339 -0.411
-0.039 0.498 -0.031
-0.369 0.075 0.154
0.007 -0.199 0.498
0.449 0.029 -0.180
-0.563 0.327 -0.029
0.017 0.016 -0.073
0.047 0.013 -0.012
0.923 -0.430 0.011
0.011 0.061 -0.059

Computed properties:
HOMO energy = -0.07 eV
Charge = -3
Calculated total energy = -10890.6938 Eh
Orbital gap = 0.0548 hartree
E_LUMO = 1.42 eV

2.
Entry from the OMol25 dataset: a single C6H5N3O3 molecule in a non-equilibrium geometry (wB97M-V/def2-TZVPD).

Atoms and positions in Å:
C1 -2.705 -0.339 -0.044
C2 -1.738 -1.243 -0.409
C3 -2.260 0.990 0.403
C4 -0.351 -0.983 -0.319
C5 -0.945 1.299 0.332
C6 -0.001 0.292 0.033
N1 2.148 -0.378 -0.053
N2 1.359 0.600 0.100
N3 3.555 -0.432 -0.097
O1 1.718 1.766 0.302
O2 4.158 -0.563 0.946
O3 3.932 -0.645 -1.216
H1 -3.806 -0.761 0.024
H2 -2.016 -2.199 -0.728
H3 -2.976 1.895 0.618
H4 0.384 -1.632 -0.371
H5 -0.455 2.334 0.480

Cartesian forces, eV/Å:
-1.090 0.865 1.282
1.042 0.450 0.370
-3.017 0.388 -0.902
-4.381 3.544 0.780
2.794 1.440 0.054
-2.349 -0.306 -0.091
-2.014 -1.666 0.161
4.349 1.477 0.502
-0.129 0.105 0.539
-0.128 0.028 -0.120
-0.436 0.611 -0.630
0.776 0.436 -0.203
2.344 1.497 -0.291
-0.519 -1.331 -0.323
1.174 -2.303 -0.290
2.967 -3.491 -0.858
-1.384 -1.744 0.018

Computed properties:
HOMO energy (alpha / beta) = -10.16 / -10.16 eV
Charge = 0
Calculated total energy = -621.3603 Eh
Orbital gap (alpha / beta) = 0.3335 / 0.3335 hartree
E_LUMO (alpha / beta) = -1.09 / -1.09 eV

3.
Entry from the OMol25 dataset: a molecular structure, C16H51FN17NbO30P in a non-equilibrium geometry (wB97M-V/def2-TZVPD).

Atoms and positions in Å:
N1 -1.315 -4.204 0.234
P1 -0.676 -3.437 -1.044
Nb1 -0.626 -0.869 -0.767
N2 -1.335 -1.037 1.295
C1 -2.756 -0.860 -1.617
O1 -2.897 -1.361 -2.873
N3 -3.991 -0.344 -0.915
C2 -4.906 -1.447 -0.436
O2 -5.697 -2.045 -1.367
F1 -5.068 -1.922 0.959
H1 -2.180 -4.730 -0.054
H2 -1.491 -3.691 -2.210
H3 0.663 -3.999 -1.230
H4 1.096 -0.994 -0.192
H5 -0.027 -0.651 -2.475
H6 -0.682 0.934 -0.555
H7 -0.519 -1.356 1.898
H8 -2.064 -1.786 1.360
H9 -3.781 0.365 -0.179
C3 2.289 -4.258 -4.617
N4 2.096 -3.316 -3.482
O3 2.978 -3.285 -2.616
O4 1.065 -2.634 -3.492
H10 3.233 -4.789 -4.479
H11 1.449 -4.956 -4.613
H12 2.310 -3.667 -5.535
C4 -1.258 0.941 -5.216
N5 -0.207 1.896 -4.772
O5 0.536 2.365 -5.642
O6 -0.157 2.147 -3.562
H13 -1.186 0.814 -6.298
H14 -1.081 -0.006 -4.703
H15 -2.226 1.366 -4.941
C5 4.947 -0.180 0.277
N6 3.482 -0.402 0.143
O7 3.005 -1.394 0.706
O8 2.851 0.427 -0.524
H16 5.371 -0.981 0.887
H17 5.375 -0.191 -0.727
H18 5.091 0.789 0.760
C6 3.229 1.894 3.770
N7 4.305 2.230 2.799
O9 3.955 2.617 1.678
O10 5.471 2.097 3.190
H19 2.260 2.057 3.294
H20 3.352 0.845 4.047
H21 3.350 2.550 4.635
C7 -0.058 -8.022 -5.928
N8 0.993 -7.068 -5.484
O11 1.736 -6.599 -6.355
O12 1.043 -6.816 -4.275
H22 0.014 -8.149 -7.011
H23 0.119 -8.970 -5.416
H24 -1.026 -7.598 -5.654
C8 5.093 2.309 -2.923
N9 6.027 2.379 -1.767
O13 6.608 1.336 -1.445
O14 6.151 3.479 -1.216
H25 5.084 1.287 -3.308
H26 4.102 2.595 -2.564
H27 5.456 3.004 -3.683
C9 -0.371 1.791 6.956
N10 0.705 2.127 5.985
O15 0.355 2.514 4.864
O16 1.871 1.994 6.376
H28 -1.340 1.954 6.480
H29 -0.248 0.741 7.233
H30 -0.250 2.446 7.821
C10 0.769 4.714 -1.750
N11 -0.062 4.845 -0.523
O17 0.128 5.841 0.185
O18 -0.882 3.946 -0.306
H31 1.442 5.572 -1.815
H32 1.335 3.784 -1.667
H33 0.091 4.691 -2.606
C11 -5.998 -4.951 1.058
N12 -5.087 -6.070 1.419
O19 -5.599 -7.182 1.596
O20 -3.884 -5.801 1.514
H34 -7.022 -5.330 1.010
H35 -5.906 -4.188 1.833
H36 -5.683 -4.569 0.085
C12 3.944 5.005 6.396
N13 3.113 5.137 7.623
O21 3.303 6.132 8.331
O22 2.293 4.237 7.840
H37 4.617 5.863 6.331
H38 4.511 4.076 6.479
H39 3.267 4.982 5.540
C13 2.021 9.706 7.184
N14 2.832 9.175 6.055
O23 2.478 8.099 5.561
O24 3.800 9.855 5.696
H40 1.206 9.009 7.392
H41 2.681 9.796 8.049
H42 1.629 10.678 6.880
C14 -8.118 -2.939 -3.717
N15 -8.128 -3.389 -5.135
O25 -8.553 -4.527 -5.364
O26 -7.710 -2.586 -5.977
H43 -8.510 -3.742 -3.089
H44 -7.083 -2.712 -3.451
H45 -8.749 -2.051 -3.648
C15 8.349 2.595 0.959
N16 9.260 1.475 1.320
O27 8.749 0.364 1.497
O28 10.464 1.744 1.415
H46 7.326 2.216 0.911
H47 8.442 3.358 1.735
H48 8.665 2.976 -0.014
C16 -11.873 -4.391 -1.647
N17 -10.683 -3.535 -1.905
O29 -10.866 -2.487 -2.535
O30 -9.600 -3.939 -1.467
H49 -12.752 -3.915 -2.087
H50 -11.687 -5.362 -2.112
H51 -11.984 -4.484 -0.565

Cartesian forces, eV/Å:
-1.330 -0.287 -0.579
-0.338 -1.383 0.027
0.390 1.618 3.814
1.368 -1.533 -1.373
-1.404 -2.524 -7.025
0.066 2.845 7.351
-1.909 -2.678 2.533
-4.096 -2.076 -5.993
5.277 3.385 6.811
0.977 1.986 -3.642
1.251 0.649 0.510
0.888 -0.180 0.019
-0.726 0.307 -0.539
-0.988 -0.453 -0.381
0.042 0.031 0.113
-0.147 0.305 -0.769
-1.438 0.579 -0.756
0.808 0.685 0.158
0.252 -1.256 -0.445
0.105 0.099 -0.127
-0.182 0.768 0.619
-1.222 0.135 -0.977
1.767 -1.144 0.004
-0.292 0.137 0.064
0.395 0.699 0.090
-0.100 -0.048 0.179
-0.097 -0.187 -0.247
0.423 0.471 0.740
-0.566 -0.327 1.118
0.086 -0.122 -2.092
0.101 0.163 0.273
-0.133 0.175 0.207
0.207 -0.178 0.144
0.174 -0.373 0.123
-1.078 -0.402 0.020
0.967 1.499 -0.555
1.159 -0.882 0.866
-0.217 0.151 -0.140
-0.228 0.010 0.362
-0.027 -0.130 -0.289
-0.254 0.096 -0.160
0.256 0.249 -0.674
0.905 -0.485 1.476
-1.246 0.256 -0.767
0.334 0.005 0.061
0.103 0.233 0.063
0.057 -0.314 -0.218
-0.171 -0.122 -0.283
0.606 0.398 0.289
-0.807 -0.538 1.288
-0.070 -0.804 -1.784
0.089 0.129 0.290
-0.092 0.252 0.039
0.202 -0.119 0.103
-0.172 -0.227 -0.213
0.486 0.148 0.574
-0.337 1.784 -0.432
0.013 -1.678 -0.636
0.038 0.242 0.216
0.203 0.004 -0.039
-0.099 -0.015 0.229
-0.336 0.001 0.036
0.565 0.231 -0.751
0.745 -0.449 1.608
-1.672 0.001 -0.699
0.335 -0.023 -0.008
0.085 0.234 0.017
0.134 -0.181 -0.122
0.254 0.150 -0.167
-0.804 -0.308 0.822
-0.373 -1.176 -0.652
1.279 1.673 -0.225
-0.232 -0.151 0.170
-0.319 0.037 -0.094
0.141 -0.241 0.206
-0.293 0.049 -0.066
0.989 -0.506 0.247
0.758 1.107 -0.137
-2.009 -0.669 -0.094
0.314 -0.035 0.030
0.145 -0.087 -0.284
0.039 0.109 0.260
0.267 0.147 -0.185
-0.639 0.076 0.810
-0.443 -1.376 -0.745
1.164 1.640 -0.044
-0.265 -0.178 0.098
-0.223 0.074 -0.035
0.077 -0.083 0.181
-0.291 -0.080 0.194
0.568 -0.500 -0.860
0.713 1.521 0.570
-1.368 -1.099 0.426
0.280 0.101 -0.143
-0.073 0.073 -0.228
0.208 -0.129 0.070
0.137 -0.172 0.055
0.114 0.022 -0.754
0.522 1.387 -0.087
-0.697 -1.387 0.926
0.374 0.332 -0.552
-0.145 0.107 -0.050
0.287 -0.147 -0.069
-0.398 0.020 -0.004
0.337 -0.837 0.249
1.033 1.481 -0.198
-1.486 -0.583 -0.070
0.398 0.073 0.046
0.107 -0.121 -0.180
-0.010 -0.043 0.262
-0.327 -0.041 -0.091
0.677 0.661 -0.130
0.400 -1.431 0.981
-1.792 0.643 -0.242
0.320 -0.027 0.071
0.060 0.150 0.193
0.142 -0.075 -0.206

Computed properties:
HOMO energy = -3.90 eV
Charge = -1
Calculated total energy = -4324.8145 Eh
Orbital gap = 0.1815 hartree
E_LUMO = 1.04 eV

4.
Entry from the OMol25 dataset: a molecular structure, C16H24AsN4STc in a non-equilibrium geometry (wB97M-V/def2-TZVPD).

Atoms and positions in Å:
Tc1 0.160 -0.848 0.491
C1 -0.755 2.907 2.553
C2 -0.626 1.803 1.563
N1 0.367 0.970 1.523
N2 1.455 1.203 2.341
C3 2.476 0.326 2.307
N3 3.558 0.579 3.008
S1 2.362 -1.092 1.348
C4 -1.582 1.614 0.452
C5 -2.549 2.552 0.162
C6 -3.339 2.384 -0.975
C7 -3.115 1.282 -1.774
C8 -2.127 0.376 -1.413
N4 -1.373 0.514 -0.318
H1 -0.347 2.622 3.523
H2 -1.802 3.161 2.704
H3 -0.245 3.812 2.203
H4 1.518 2.088 2.827
H5 3.667 1.402 3.585
H6 4.327 -0.078 3.005
H7 -2.685 3.417 0.796
H8 -4.102 3.110 -1.224
H9 -3.691 1.110 -2.674
H10 -1.940 -0.493 -2.025
C9 -1.978 -1.753 0.905
C10 -1.318 -2.391 -0.200
C11 -0.170 -3.029 0.273
C12 -0.064 -2.706 1.663
C13 -1.216 -1.947 2.042
H11 -2.904 -1.200 0.847
H12 -1.683 -2.426 -1.213
H13 0.470 -3.715 -0.261
H14 0.687 -3.092 2.331
H15 -1.427 -1.572 3.033
C14 0.272 -1.912 -3.164
As1 1.198 -0.895 -1.806
C15 3.015 -1.509 -1.888
C16 1.259 0.898 -2.512
H16 -0.450 -1.274 -3.670
H17 -0.217 -2.793 -2.758
H18 1.017 -2.235 -3.889
H19 3.326 -1.446 -2.930
H20 3.089 -2.542 -1.551
H21 3.648 -0.873 -1.276
H22 1.730 0.855 -3.494
H23 1.853 1.535 -1.859
H24 0.253 1.301 -2.614

Cartesian forces, eV/Å:
-1.836 0.562 -0.311
0.067 0.024 -0.106
-0.140 0.106 -0.336
0.416 -0.012 0.399
-0.147 -0.326 -0.029
-0.042 0.129 0.179
0.018 -0.087 -0.027
0.206 0.217 -0.315
0.175 -0.105 0.349
-0.159 0.025 -0.095
0.006 0.083 0.084
-0.001 -0.070 -0.041
0.064 -0.023 0.082
0.472 0.550 -0.363
-0.020 0.006 0.011
0.007 0.007 0.017
-0.008 -0.021 0.008
0.007 0.039 0.012
0.016 0.008 0.000
0.005 0.002 0.017
-0.012 -0.017 -0.023
0.007 -0.012 0.001
0.016 -0.002 0.013
0.001 -0.007 -0.034
-0.265 0.200 -0.396
-0.293 0.263 -0.390
0.687 -0.614 0.509
-0.240 -0.544 0.349
0.702 -0.327 0.577
0.035 -0.046 0.026
-0.060 -0.085 0.065
0.048 0.070 -0.045
0.002 0.050 0.055
-0.006 -0.026 -0.002
0.017 -0.011 0.015
0.072 0.057 -0.020
0.034 -0.048 -0.036
0.046 0.033 -0.040
-0.043 -0.028 -0.016
0.028 -0.048 -0.042
0.001 0.013 -0.052
0.048 -0.023 -0.014
0.012 -0.014 0.007
0.033 -0.005 -0.021
0.009 0.025 -0.017
0.002 0.010 0.000
0.013 0.019 -0.004

Computed properties:
HOMO energy (alpha / beta) = -18.30 / -18.88 eV
Expectation value of S² = 0.7638
Charge = +3
Calculated total energy = -3556.9182 Eh
Multiplicity = 2
Orbital gap (alpha / beta) = 0.2859 / 0.2638 hartree
E_LUMO (alpha / beta) = -10.52 / -11.70 eV